(1)
Entry from OMol25: a molecular structure, C33H31IN4OPt (wB97M-V/def2-TZVPD).

Geometry as XYZ:
```
71
Properties=species:S:1:pos:R:3:forces:R:3
Pt -0.269358 0.043983 -0.142019 0.3 -1.5 0.1
I -2.193950 -0.454405 1.819077 -0.5 -0.1 -0.9
C -3.678872 -0.131945 0.317537 -0.3 0.0 0.7
C -4.987705 -0.066033 0.734821 0.7 -0.2 0.1
C -5.996553 0.172949 -0.198257 -0.1 0.1 -0.7
C -5.668953 0.346015 -1.521422 -0.2 -0.1 0.5
C -4.335707 0.258667 -1.964204 0.4 0.0 0.0
C -4.010881 0.457418 -3.320981 0.4 0.0 -0.1
C -2.709202 0.379958 -3.753449 -0.7 -0.1 0.0
C -1.692369 0.054252 -2.848820 0.8 -0.3 0.9
C -1.948172 -0.075486 -1.491538 0.9 1.2 -0.1
C -3.284611 0.007890 -1.026314 0.1 0.0 0.6
H -5.240729 -0.215714 1.772758 0.0 0.1 0.1
H -7.022970 0.227978 0.128354 -0.1 0.0 0.0
H -6.431089 0.563013 -2.253125 -0.1 0.0 -0.1
H -4.810687 0.665273 -4.014586 -0.1 0.1 -0.1
H -2.472475 0.549012 -4.793900 0.1 -0.1 0.0
H -0.689040 -0.079633 -3.237192 0.1 0.1 0.1
C 2.236652 1.962330 -3.087081 0.5 -0.1 0.3
C 3.431465 1.285620 -2.860978 -0.2 0.2 -0.2
C 3.608511 0.541804 -1.711667 -0.3 0.3 0.3
C 2.591567 0.465823 -0.754319 -0.6 0.2 -0.3
C 1.343919 1.052158 -1.046895 -0.1 -1.5 -1.1
C 1.193312 1.841856 -2.185225 -0.7 -0.1 0.5
C 2.795510 -0.112238 0.571012 0.1 -0.4 0.6
C 4.048236 0.020228 1.208485 -0.1 -0.2 0.0
C 4.179599 -0.364142 2.511982 -0.2 0.0 -0.1
C 3.079899 -0.934531 3.183194 -0.4 0.0 -0.6
C 3.140181 -1.326181 4.532782 -0.3 -0.2 0.2
C 2.068645 -1.933142 5.134437 0.4 0.2 0.0
C 0.920559 -2.217685 4.382679 0.0 0.0 -0.3
C 0.834084 -1.846279 3.065995 -0.2 0.1 0.0
C 1.873720 -1.129466 2.436474 0.3 -0.3 1.0
N 1.742169 -0.658464 1.173516 -0.5 1.1 -1.1
H 2.120086 2.582951 -3.961503 -0.1 0.1 -0.1
H 4.238656 1.383001 -3.570198 0.1 -0.1 -0.1
H 4.538439 0.023608 -1.542302 0.2 0.0 0.1
H 0.270099 2.364356 -2.391763 -0.1 -0.2 0.0
H 4.873790 0.466683 0.675851 0.0 0.0 0.0
H 5.115988 -0.238936 3.033016 0.1 0.1 0.1
H 4.051710 -1.136860 5.078806 0.1 0.0 0.1
H 2.118466 -2.219775 6.171787 0.0 0.0 0.1
H 0.110717 -2.759851 4.845640 -0.1 -0.1 0.0
H -0.019781 -2.149955 2.479432 -0.1 0.1 -0.1
N 1.891899 -4.137124 -3.430530 0.3 -0.1 -0.4
C 1.060754 -3.818911 -2.440647 -0.6 0.6 0.9
C 0.892379 -2.485892 -1.963711 0.6 -0.2 -0.7
N 0.069238 -2.235734 -0.974291 -0.2 1.7 0.2
C -0.634857 -3.218146 -0.427241 -0.5 -0.3 0.6
C -0.463771 -4.522266 -0.885799 0.0 0.8 0.2
N 0.369880 -4.795036 -1.854639 0.4 -0.8 -0.7
H 2.420181 -3.445676 -3.930943 0.0 0.0 0.0
H 1.973276 -5.105394 -3.697918 0.0 0.1 0.0
H 1.448178 -1.666317 -2.395946 0.0 0.1 0.0
H -1.329446 -2.983728 0.363825 0.0 0.1 0.0
H -1.010931 -5.346427 -0.451265 -0.1 0.0 0.1
C 1.422378 2.918523 2.563896 -0.5 -0.1 -0.1
C -0.020293 2.429933 2.597465 0.6 -0.2 0.4
O -0.565044 2.311583 1.284759 0.3 -0.4 -0.8
C -1.497553 3.321976 0.913894 -0.6 0.3 -0.3
C -1.494288 3.508958 -0.590825 0.1 -0.1 0.5
H 1.829429 2.910468 3.570934 0.1 0.0 0.1
H 1.480574 3.933755 2.179541 0.0 0.1 -0.1
H 2.018438 2.261922 1.932767 0.1 0.0 0.0
H -0.636461 3.100816 3.203455 -0.1 -0.1 -0.1
H -0.060122 1.432638 3.053495 0.0 0.1 0.0
H -1.238959 4.268046 1.401666 0.1 -0.2 0.0
H -2.499784 3.025012 1.259951 0.2 0.1 0.0
H -0.542112 3.922458 -0.909313 0.1 0.0 -0.1
H -2.280958 4.200492 -0.875044 -0.1 0.0 -0.1
H -1.664898 2.547967 -1.077432 -0.1 0.0 -0.1
```
Positions in Å, forces in eV/Å.

2S+1 = 1
HOMO level (alpha / beta) = -13.742 / -13.689 eV
Total charge = +2

Löwdin atomic charge list, values in e, 8 entries: 1.065 1.261 -0.535 -0.119 -0.034 0.011 -0.148 0.015

(2)
Entry from OMol25: C3H10N2 in the gas phase (wB97M-V/def2-TZVPD).

Geometry as XYZ:
```
15
Properties=species:S:1:pos:R:3:forces:R:3
C 0.801753 0.228559 -1.609552 1.4 -0.4 -0.4
C 0.116240 -0.375494 -0.404031 2.0 0.6 1.5
N -1.235590 -0.612965 -0.675428 -2.6 -1.0 -1.1
C 0.160522 0.637963 0.799333 0.1 -2.2 0.6
N -0.385367 -0.124937 2.003726 0.3 2.2 0.6
H 0.876440 -0.532234 -2.419729 0.0 0.6 0.4
H 0.187193 1.049082 -1.971025 0.1 0.2 -0.1
H 1.861652 0.587742 -1.380561 -1.4 -0.4 -0.3
H 0.614132 -1.333203 -0.080183 0.1 0.9 -0.1
H -1.437160 -1.487198 -1.182621 0.6 0.7 0.0
H -1.762983 -0.739867 0.171469 0.0 0.2 0.5
H -0.448913 1.481292 0.625281 -1.3 0.7 -0.5
H 1.118462 1.139930 0.952098 0.5 -0.7 0.1
H -0.880597 0.588067 2.627841 1.1 -1.5 -0.9
H 0.414216 -0.506738 2.543382 -0.8 0.4 -0.4
```
Positions in Å, forces in eV/Å.

2S+1 = 1
HOMO level = -8.943 eV
Relative energy (zero: lowest compared OMol25 entry of this formula, charge and spin) = 45.6 kJ/mol

Löwdin atomic charge list, values in e, 8 entries: -0.093 -0.524 0.007 -0.225 -0.031 0.077 0.071 0.093

(3)
Entry from OMol25: C4H3N3O6S in the gas phase (wB97M-V/def2-TZVPD).

Geometry as XYZ:
```
17
Properties=species:S:1:pos:R:3:forces:R:3
C -0.588473 -0.132990 1.174988 -0.6 -0.7 0.1
C 0.302818 1.119042 -0.416473 -0.3 0.1 0.2
C -1.369741 -0.631161 -1.172065 1.3 -3.1 0.1
C -0.581125 -1.202461 0.001967 1.4 5.5 -0.9
N 0.384497 -0.470008 2.174497 -0.4 0.1 0.6
N 0.993917 2.289231 -0.193926 0.4 1.4 0.7
N 0.872720 -1.303502 -0.369513 0.1 -0.9 -1.5
O 1.344498 0.162359 2.538284 0.1 0.5 0.4
O 2.199776 2.223675 -0.353474 -0.2 0.3 -0.2
O 1.611452 -1.476630 0.557540 1.1 -0.7 -1.2
O -1.497567 0.609086 1.417937 -0.3 -0.2 -0.2
O 0.346627 3.218402 0.294066 0.6 -0.6 -0.5
O 1.162313 -1.232884 -1.574631 0.0 -0.3 1.7
S -0.756239 0.971496 -1.603948 -0.4 0.9 -0.8
H -1.186318 -1.365865 -1.998841 -0.4 1.0 0.3
H -2.376717 -0.697230 -0.849825 -1.2 0.7 -0.1
H -0.862437 -2.080559 0.373417 -1.4 -3.8 1.2
```
Positions in Å, forces in eV/Å.

2S+1 = 3
HOMO level (alpha / beta) = -8.807 / -10.531 eV

Löwdin atomic charge list, values in e, 8 entries: -0.453 -0.321 -0.349 -0.156 0.007 -0.478 -0.366 0.098

(4)
Entry from OMol25: 2 unconnected molecules or ions with the total composition C4H8Cl2O3 (wB97M-V/def2-TZVPD).

Geometry as XYZ:
```
17
Properties=species:S:1:pos:R:3:forces:R:3
C 2.538983 0.417877 -0.083486 3.0 -3.7 -1.8
C 1.233764 -0.297124 0.172704 0.0 2.0 0.7
C 0.030281 0.621033 0.066080 -2.3 -2.3 -1.7
C -2.040622 -0.513250 0.025839 4.4 0.3 -1.8
O -2.298788 -0.790365 -1.280525 0.0 -0.8 1.0
O -1.759237 -1.605234 0.732099 -1.8 2.3 2.5
O -2.684831 0.413480 0.579461 -3.2 1.7 0.7
Cl -0.230918 1.733142 1.383436 0.4 0.3 0.3
Cl -0.029919 1.468037 -1.501036 0.0 0.2 -0.1
H 3.513945 -0.161958 0.360361 -2.4 0.8 -1.2
H 2.714136 1.352804 0.332132 -0.5 2.0 0.5
H 2.625057 0.373876 -1.203663 0.6 0.7 1.0
H 1.235127 -0.470164 1.188535 -0.1 -1.0 2.5
H 1.197260 -1.270042 -0.291492 -0.4 0.0 -0.7
H -2.319060 -0.052230 -1.895578 0.2 0.6 0.4
H -1.425123 -2.232858 0.175073 1.5 -2.8 -2.4
H -2.300058 1.012981 1.240059 0.9 -0.4 0.0
```
Positions in Å, forces in eV/Å.

2S+1 = 1
HOMO level = -7.656 eV
Relative energy (zero: lowest compared OMol25 entry of this formula, charge and spin) = 241.1 kJ/mol

Löwdin atomic charge list, values in e, 8 entries: -0.152 -0.379 -1.094 -0.616 0.105 0.170 0.118 0.648

(5)
Entry from OMol25: a molecular structure, C40H37IrN7O3S3 (wB97M-V/def2-TZVPD).

Geometry as XYZ:
```
91
Properties=species:S:1:pos:R:3:forces:R:3
Ir 0.234300 0.325227 0.930776 -0.4 0.6 2.1
C -7.341000 0.457327 3.222876 -0.2 -0.1 0.2
O -6.288300 0.604827 2.301776 0.5 0.0 0.0
C -5.009600 0.568727 2.757276 0.5 0.1 -0.8
C -4.634500 0.489127 4.102876 0.1 -0.1 0.7
C -3.295400 0.470527 4.432476 -0.5 0.1 0.0
C -2.269000 0.492927 3.476776 0.3 0.1 -0.6
C -0.878000 0.449927 3.845576 -0.2 -0.1 -0.2
C -0.435500 0.819127 5.238176 0.0 -0.3 -0.1
O 0.048700 0.109727 3.066576 0.4 0.6 -0.5
C -2.654700 0.534127 2.085076 0.1 -0.2 0.1
O -1.835500 0.516327 1.102376 -0.7 -0.1 -0.9
C -4.027100 0.615327 1.782876 -0.5 -0.1 0.2
H -8.249500 0.417127 2.624176 0.0 0.0 0.1
H -7.401300 1.304627 3.912976 0.0 0.0 0.0
H -7.242700 -0.471273 3.793276 0.0 0.0 0.0
H -5.371100 0.445327 4.890776 0.0 0.0 0.0
H -3.044900 0.403027 5.480376 0.0 0.0 0.0
H -1.251400 1.009027 5.921876 0.0 0.0 0.1
H 0.177000 1.717727 5.163476 0.0 0.0 -0.1
H 0.196900 0.024427 5.628476 0.1 0.0 0.0
H -4.318800 0.671427 0.745576 0.0 0.0 -0.1
S 0.113000 3.132427 1.414176 -0.4 -2.0 -0.5
C 1.708400 3.616027 0.930176 0.7 0.1 0.1
C 2.134400 4.035927 -0.316024 0.1 0.0 0.4
C 3.489500 4.309427 -0.500924 0.1 -0.2 1.0
C 3.952200 4.662027 -1.784424 0.2 0.1 -0.5
N 4.308300 4.919227 -2.843924 0.1 0.1 -0.4
C 4.405200 4.181127 0.572976 -1.4 -0.1 0.0
C 3.958800 3.798127 1.836276 0.1 0.2 -0.3
C 2.615100 3.520327 2.007476 -0.4 0.1 -0.3
S 1.833700 3.029727 3.457276 0.0 0.0 0.4
C 5.780300 4.425227 0.380976 0.8 0.1 -0.1
N 6.908200 4.605827 0.266376 0.2 0.0 -0.1
H 1.448200 4.136227 -1.143724 -0.1 0.0 -0.1
H 4.650900 3.710627 2.659476 0.1 0.0 0.0
S 0.695800 2.379527 -5.391724 0.0 -0.1 -0.3
C 0.555200 1.754127 -3.749424 -0.3 -0.4 0.8
C -0.315200 2.362727 -2.829924 0.6 -0.2 -1.1
C -0.487600 1.806027 -1.594824 0.0 -0.9 1.1
N 0.158900 0.684127 -1.176324 1.0 0.6 -0.2
C 1.008000 0.106427 -2.073924 -0.6 -0.1 1.1
C 1.232100 0.600127 -3.328724 -0.4 0.5 -0.6
C 0.205200 0.877227 -6.257724 0.1 0.2 0.2
C 1.145700 -0.065573 -6.647224 -0.1 0.2 -0.1
C 0.691100 -1.204773 -7.293124 0.3 0.0 0.0
N -0.581200 -1.430073 -7.569824 -0.2 -0.4 -0.2
C -1.468400 -0.518773 -7.205824 -0.2 0.1 0.0
C -1.134800 0.647527 -6.536024 0.2 0.1 -0.1
H -0.862400 3.248227 -3.110024 -0.1 0.1 0.0
H -1.183700 2.237327 -0.890524 0.1 0.0 0.1
H 1.504300 -0.795273 -1.741024 0.1 0.1 0.2
H 1.897300 0.077527 -3.997524 0.1 0.0 0.0
H 2.197600 0.097127 -6.476224 0.1 0.0 0.0
H 1.382500 -1.969673 -7.621024 0.1 0.0 0.0
H -2.494000 -0.730273 -7.479324 -0.1 0.1 0.1
H -1.887900 1.369127 -6.262824 -0.1 0.1 0.1
C 5.090600 0.360527 1.290776 0.2 0.1 -0.1
C 4.306100 -0.129173 2.319576 0.0 0.2 0.1
C 2.926200 -0.058073 2.232376 0.0 -0.1 0.0
C 2.289500 0.451527 1.099876 -0.6 -0.7 -0.9
C 3.104600 0.972227 0.090276 0.0 -0.3 0.1
C 4.486000 0.928627 0.183376 0.1 0.0 -0.1
H 6.166700 0.321427 1.359076 0.2 0.0 0.0
H 4.768400 -0.558773 3.197276 0.0 0.0 0.1
H 2.335400 -0.399073 3.067776 -0.1 -0.1 0.1
H 2.676700 1.423327 -0.794624 -0.1 0.0 0.0
H 5.092400 1.333727 -0.615324 0.1 0.1 -0.1
C -2.294300 -4.080873 -1.758924 0.3 0.1 0.0
C -1.758000 -2.689373 -2.064024 -0.1 -0.2 -0.2
N -1.300400 -2.092473 -0.835224 0.0 0.3 -0.2
C -0.637400 -2.770673 0.131976 -0.2 0.2 0.1
N 0.051900 -2.089573 0.994876 0.2 2.0 -0.3
C 0.660000 -2.759173 2.123276 0.3 -0.1 0.3
C -0.057500 -4.059273 2.470076 0.1 0.1 -0.3
C -0.140000 -4.894973 1.202976 0.1 -0.1 0.4
N -0.811400 -4.125573 0.178476 0.0 0.1 0.1
C -1.221600 -4.852073 -1.003924 -0.2 0.0 -0.3
H -2.546300 -4.602873 -2.680624 0.0 0.0 0.0
H -3.186600 -3.997273 -1.137824 0.0 0.0 0.0
H -2.541400 -2.055673 -2.484524 0.1 0.0 0.0
H -0.942700 -2.754573 -2.800624 -0.1 0.0 0.0
H -1.134200 -1.094873 -0.822124 -0.1 -0.2 0.1
H 0.629200 -2.073073 2.970276 0.1 -0.1 -0.1
H 1.715500 -2.956673 1.893476 -0.1 0.0 0.1
H -1.066700 -3.837473 2.824876 0.0 0.0 0.0
H 0.482800 -4.599073 3.247576 0.0 0.0 0.0
H -0.723000 -5.805873 1.375076 0.1 0.1 -0.1
H 0.869400 -5.188473 0.876676 -0.1 0.0 0.0
H -1.607300 -5.823573 -0.682524 0.1 0.1 0.0
H -0.355900 -5.032573 -1.659224 -0.1 -0.1 0.0
```
Positions in Å, forces in eV/Å.

2S+1 = 2
HOMO level (alpha / beta) = -7.502 / -7.441 eV

Löwdin atomic charge list, values in e, 8 entries: 1.257 -0.088 -0.072 -0.273 -0.030 -0.024 -0.091 -0.338

(6)
Entry from OMol25: 2 unconnected molecules or ions with the total composition C20H19S (wB97M-V/def2-TZVPD).

Geometry as XYZ:
```
40
Properties=species:S:1:pos:R:3:forces:R:3
C -0.795533 -1.033840 0.404316 -0.1 0.0 -0.3
C -2.116414 -0.730314 0.864730 -0.2 0.0 0.1
C -2.450654 -0.836264 2.228393 0.3 -0.1 -0.2
C -3.722937 -0.543008 2.661841 0.0 -0.1 0.3
C -4.692726 -0.137927 1.760963 -0.1 0.0 0.2
C -4.392326 -0.028654 0.417024 0.0 0.1 -0.4
C -3.127139 -0.320481 -0.026008 0.2 -0.1 -0.1
C -0.435197 -1.029317 -0.928883 -0.2 0.0 -0.1
C 0.815219 -1.309363 -1.438846 -0.3 0.1 -0.1
C 1.150031 -1.253794 -2.828275 0.0 0.0 -0.2
C 2.437941 -1.597586 -3.280183 -0.1 0.0 0.3
C 2.761260 -1.515922 -4.615969 0.3 -0.1 0.0
C 1.816388 -1.093534 -5.536913 0.2 0.0 0.0
C 0.540706 -0.756833 -5.120201 -0.3 0.1 0.0
C 0.211296 -0.837248 -3.789808 0.0 0.0 0.1
H -0.043716 -1.278465 1.133192 0.2 -0.1 0.4
H -1.700117 -1.163056 2.928550 0.2 0.0 0.2
H -3.970067 -0.634100 3.706819 0.0 0.0 0.1
H -5.684529 0.099931 2.105956 -0.2 0.0 0.1
H -5.144574 0.289214 -0.287406 -0.1 0.0 0.0
H -2.911550 -0.228179 -1.074292 0.0 0.1 -0.2
H -1.211923 -0.817582 -1.633612 -0.2 0.1 -0.2
H 1.584978 -1.589723 -0.745602 0.4 -0.1 0.3
H 3.175347 -1.928011 -2.567587 0.2 0.0 0.1
H 3.753894 -1.779326 -4.950511 0.0 0.0 0.0
H 2.076061 -1.024580 -6.580863 0.0 0.0 -0.1
H -0.194139 -0.426303 -5.838324 -0.1 0.0 0.0
H -0.780229 -0.565715 -3.481599 -0.2 0.1 0.0
C 3.862749 2.132263 3.518816 0.6 0.1 -0.2
C 2.474517 2.053530 3.016339 -0.8 -0.1 -0.2
C 1.356907 1.888121 3.768387 -0.3 0.0 -0.1
C 0.149816 1.854618 3.007816 0.0 -0.1 0.5
C 0.349234 1.994229 1.681867 0.4 -0.1 -0.1
S 2.036725 2.163706 1.332777 -0.1 0.0 0.2
H 3.904440 2.037978 4.604466 -0.2 0.0 -0.1
H 4.475481 1.333192 3.098069 0.1 0.1 0.0
H 4.319245 3.088432 3.256844 0.1 -0.1 0.0
H 1.375675 1.793780 4.842687 0.1 0.0 0.1
H -0.828856 1.733066 3.447127 -0.1 0.0 0.0
H -0.425284 1.997064 0.937905 0.1 0.1 -0.3
```
Positions in Å, forces in eV/Å.

2S+1 = 1
HOMO level = -11.093 eV
Total charge = +1

Löwdin atomic charge list, values in e, 8 entries: 0.064 -0.206 -0.004 -0.045 -0.029 -0.045 -0.001 -0.057

Values of largest force on an atom, in order: 0.0366; 0.0588; 0.1113; 0.0986; 0.0427; 0.0160, all in Eh/bohr.